(1)
The following is a quantum chemistry calculation of a cluster of 3 separate species, C10H28B2FO13P2 in total, from OMol25.

Structure (ORCA input):
```
! wB97M-V def2-TZVPD RIJCOSX def2/J DEFGRID3
* xyz -1 1
O 3.0791 2.2263 2.8945
C 2.4101 3.3748 2.2650
C 2.2675 4.5346 3.2215
B 1.1005 5.6103 2.8525
F 1.5574 6.6090 1.8970
O 0.7965 6.3724 4.1031
C -0.5700 6.7345 4.0461
C -1.2251 5.5706 3.2462
B -2.3450 6.1398 2.2917
O -3.5705 6.5676 2.8457
O -2.1542 6.2829 0.9362
O -0.1852 5.0465 2.4453
H 2.4235 1.8585 3.4939
H 1.4286 3.0184 1.9396
H 3.0385 3.6066 1.4034
H 1.9608 4.1146 4.1884
H 3.2177 5.0537 3.3786
H -0.8825 6.8035 5.0914
H -0.6237 7.7095 3.5327
H -1.5924 4.8534 3.9986
H -4.1407 5.8078 2.9925
H -1.4628 6.9347 0.7700
C 2.1979 -2.6946 -0.4309
O 1.5392 -1.8816 -1.4179
P 1.2354 -0.3512 -1.0214
O 0.0239 -0.2526 -0.2049
O 1.0494 0.2269 -2.4959
C 0.1113 -0.3522 -3.3896
O 2.4051 0.6220 -0.6334
C 3.2332 0.3024 0.5152
H 2.3429 -3.6804 -0.8670
H 3.1704 -2.2841 -0.1668
H 1.5782 -2.7784 0.4639
H -0.8195 -0.6043 -2.8772
H 0.5334 -1.2401 -3.8640
H -0.1000 0.3905 -4.1552
H 3.6905 -0.6791 0.3857
H 2.6473 0.3282 1.4288
H 4.0108 1.0531 0.5837
C -2.2997 -6.2787 -0.6854
O -2.3388 -6.7557 -2.0424
P -2.2501 -5.7053 -3.2405
O -3.5317 -5.0421 -3.4911
O -1.8177 -6.7224 -4.3945
C -2.6131 -7.8718 -4.6553
O -0.9856 -4.7773 -3.4027
C -0.6358 -3.8669 -2.3335
H -2.3435 -7.1501 -0.0386
H -1.3753 -5.7387 -0.4852
H -3.1566 -5.6341 -0.4873
H -3.6773 -7.6347 -4.6058
H -2.3749 -8.6666 -3.9476
H -2.3697 -8.2061 -5.6614
H -0.4657 -4.4097 -1.4037
H -1.4222 -3.1264 -2.1894
H 0.2798 -3.3680 -2.6221
*
```

The calculation puts the maximum force at 3.32 eV/A. Its total energy is -60099.887 eV. The calculation puts the HOMO energy at -0.187 Ha. The calculation puts the gap between HOMO and LUMO at 6.89 eV.

***

(2)
The following is a quantum chemistry calculation of a cluster of 2 separate species, C5H10N3O in total, from OMol25.

Structure (ORCA input):
```
! wB97M-V def2-TZVPD RIJCOSX def2/J DEFGRID3
* xyz 1 1
C -2.1970 1.3296 2.6060
C -1.9978 0.5446 1.4081
C -0.7431 -0.0984 -1.3575
C 2.4032 -2.4432 -1.5509
C -0.2297 0.7045 -0.4179
N -1.1790 2.2176 2.6168
N -0.4812 2.0633 1.5968
N -0.9062 1.0321 0.8018
O 0.9962 1.2341 -0.4593
H -2.8976 1.4135 3.3980
H -2.5886 -0.3383 1.0130
H -1.7705 -0.4277 -1.4994
H -0.2316 -0.4980 -2.1644
H 2.7225 -3.4596 -1.6247
H 1.2981 -2.3597 -1.4316
H 2.8300 -2.0608 -2.4460
H 2.9208 -1.9966 -0.7765
H 0.4086 2.3604 1.2527
H 1.6426 0.7827 -0.9651
*
```

The calculation puts the maximum force at 3.85 eV/A. The energy above the lowest of the compared OMol25 structures with the same formula, charge and spin comes out at 82.9 kcal/mol. Its total energy is -11855.185 eV. The calculation puts the HOMO energy at -0.518 Ha. The calculation puts the gap between HOMO and LUMO at 9.33 eV.

***

(3)
The following is a quantum chemistry calculation of the molecule C31H42N4O3, from OMol25.

Structure (ORCA input):
```
! wB97M-V def2-TZVPD RIJCOSX def2/J DEFGRID3
* xyz 0 1
C -5.9702 -2.2387 -3.2471
C -5.9934 -1.8439 -1.7751
C -4.8877 -2.5078 -0.9549
C -3.4833 -2.0595 -1.3547
C -2.4374 -2.5136 -0.3397
C -1.0252 -2.0872 -0.7358
C -0.0332 -2.3192 0.4076
C 1.3464 -1.7888 0.0608
O 2.2781 -2.5056 -0.2435
N 1.4075 -0.4314 0.1069
C 2.5165 0.3868 -0.1207
C 3.8150 -0.0777 0.0114
C 4.8941 0.7858 -0.1465
C 4.6578 2.1334 -0.3915
C 3.3671 2.6019 -0.5450
C 2.2823 1.7392 -0.4412
N 0.9494 2.1475 -0.6065
C 0.5598 3.4933 -0.2636
C -0.8910 3.4538 0.2568
H -0.8983 3.4169 1.3472
H -1.4287 4.3480 -0.0614
C -1.6214 2.2087 -0.2620
C -1.2187 1.9383 -1.7149
C 0.2958 1.6957 -1.8189
H 0.6923 2.2313 -2.6994
H 0.5098 0.6350 -1.9566
H -1.7646 1.0723 -2.0942
H -1.5111 2.8077 -2.3060
C -3.1483 2.2664 -0.0796
C -3.3838 1.0544 0.7938
N -2.2977 0.4650 1.1086
O -1.2183 1.0731 0.5516
C -4.6822 0.5850 1.2329
C -5.8571 1.1408 0.7273
C -7.0871 0.6587 1.1341
C -7.1633 -0.3760 2.0511
C -6.0005 -0.9278 2.5671
C -4.7689 -0.4539 2.1630
H -3.8561 -0.8709 2.5582
H -6.0576 -1.7320 3.2855
H -8.1261 -0.7502 2.3652
H -7.9911 1.0921 0.7324
H -5.8121 1.9473 0.0106
H -3.4733 3.1755 0.4302
H -3.6748 2.1910 -1.0319
H 0.6252 4.1683 -1.1330
H 1.2219 3.8712 0.5154
H 3.2004 3.6456 -0.7671
H 5.5024 2.7994 -0.4778
C 6.3080 0.3279 -0.0169
O 7.2023 1.0679 0.3526
N 6.5195 -0.9578 -0.3796
H 5.7398 -1.5236 -0.6754
C 7.7938 -1.6160 -0.2291
C 7.7186 -2.7736 0.7687
C 7.3656 -2.2898 2.1695
H 6.3958 -1.7976 2.1708
H 8.1071 -1.5764 2.5212
H 7.3284 -3.1253 2.8646
H 8.6856 -3.2796 0.7848
H 6.9691 -3.4927 0.4283
H 8.4946 -0.8549 0.1222
H 8.1302 -1.9871 -1.2044
H 3.9571 -1.1124 0.2775
H 0.5561 0.0804 0.3218
H -0.3984 -1.8124 1.3025
H 0.0520 -3.3873 0.6107
H -1.0384 -1.0261 -0.9872
H -0.7003 -2.6370 -1.6218
H -2.4783 -3.5993 -0.2324
H -2.6774 -2.0685 0.6277
H -3.4656 -0.9678 -1.4166
H -3.2300 -2.4548 -2.3400
H -4.9641 -3.5925 -1.0560
H -5.0453 -2.2602 0.0976
H -5.9013 -0.7584 -1.6851
H -6.9588 -2.1243 -1.3469
H -6.8180 -1.8018 -3.7702
H -5.0595 -1.8930 -3.7291
H -6.0248 -3.3202 -3.3501
*
```

The calculation puts the maximum force at 1.08 eV/A. The energy above the lowest of the compared OMol25 structures with the same formula, charge and spin comes out at 31.9 kcal/mol. Its total energy is -44932.688 eV. The SMILES is CCCCCCCC(=O)Nc1cc(C(=O)NCCC)ccc1N1CCC2(CC1)CC(c1ccccc1)=NO2. The calculation puts the HOMO energy at -0.293 Ha. The calculation puts the gap between HOMO and LUMO at 8.27 eV.

***

(4)
The following is a quantum chemistry calculation of a cluster of 2 separate species, C4H15N3O in total, from OMol25.

Structure (ORCA input):
```
! wB97M-V def2-TZVPD RIJCOSX def2/J DEFGRID3
* xyz 2 1
C 0.6067 -1.1489 -1.1617
C -0.3780 -0.0235 -1.2492
C -0.6664 0.8311 -0.0290
C -0.5099 2.1692 -0.0790
N -0.8279 3.1122 0.8198
N -0.8322 0.1185 1.2617
N 2.0084 -0.6931 -1.6811
H 0.8866 -1.5561 -0.1835
H 0.3922 -2.0912 -1.6695
H -0.3889 0.4583 -2.2292
H -1.3564 -0.5041 -1.4160
H -0.3013 2.5803 -1.0536
H -0.6108 4.0892 0.7129
H -1.0372 2.8878 1.7831
H -1.4609 0.6395 1.8741
H 0.0787 0.0478 1.7121
H -1.1940 -0.8366 1.1677
H 2.4185 -0.0280 -1.0253
H 2.6455 -1.4717 -1.8684
H 1.8412 -0.2136 -2.5581
H 0.2750 -3.0226 2.0388
H -1.1474 -2.9454 2.6014
O -0.4416 -2.3991 2.2320
*
```

The calculation puts the maximum force at 2.89 eV/A. The energy above the lowest of the compared OMol25 structures with the same formula, charge and spin comes out at 41.5 kcal/mol. Its total energy is -10892.372 eV. The calculation puts the HOMO energy at -0.591 Ha. The calculation puts the gap between HOMO and LUMO at 9.20 eV.